ORCA calculation (wB97M-V/def2-TZVPD) on a molecular structure, C30H40N5O5SSi2Ti.

- Charge: -1
- Expectation value of S²: 2.015
- Lowest unoccupied orbital energy (spin up / spin down): 2.6 / 2.5 eV
- HOMO energy (spin up / spin down): -3.0 / -5.2 eV
- Gap between HOMO and LUMO (spin up / spin down): 5.612 / 7.681 eV
- Electronic energy: -3644.11400 Eh
- 2S+1: 3

Last column: Mulliken spin population.
Positions of all 84 atoms, in Å:
Ti1 -0.0859 -0.2865 -0.3329  0.885
O1 -0.4065 0.6203 2.9316  0.001
C1 -0.0223 1.9562 2.7126  -0.003
C2 -0.3676 2.5435 1.3471  0.024
N1 0.4263 2.0710 0.1876  -0.001
C3 0.0683 2.8668 -0.9968  0.014
C4 -0.9488 2.1763 -1.9028  -0.003
O2 -1.6056 2.8532 -2.6790  0.003
O3 -0.9697 0.8987 -1.7918  -0.013
C5 1.8581 2.1358 0.4826  0.012
C6 2.3831 0.8111 1.0359  0.003
O4 3.5142 0.7587 1.4868  0.001
O5 1.5459 -0.1696 0.9573  0.005
H1 0.2143 0.0465 2.4579  0.008
H2 1.0422 2.0990 2.9338  0.000
H3 -0.5749 2.5557 3.4406  0.000
H4 -0.2179 3.6317 1.4389  0.003
H5 -1.4222 2.3716 1.1265  -0.001
H6 0.9550 2.9987 -1.6204  -0.001
H7 -0.2940 3.8629 -0.7296  0.000
H8 2.1113 2.9423 1.1786  0.001
H9 2.4098 2.3361 -0.4338  0.002
N2 -3.9093 -1.1700 1.6304  0.020
C7 -4.5317 0.0289 1.9947  0.009
C8 -5.4032 0.1158 3.0729  0.003
C9 -6.0249 1.3220 3.3636  -0.002
C10 -5.7540 2.4526 2.6044  0.010
C11 -4.8596 2.3711 1.5446  -0.003
C12 -4.2683 1.1584 1.2222  0.010
S1 -3.2512 0.9503 -0.1928  0.012
N3 -2.1149 -0.1718 0.4226  0.133
C13 -2.5769 -1.1408 1.1990  0.227
C14 -1.6671 -2.1274 1.6330  0.110
C15 -1.9888 -3.1995 2.5048  0.064
C16 -0.9987 -4.0001 2.9938  0.032
C17 0.3394 -3.7247 2.6416  0.170
C18 0.5825 -2.6998 1.7589  -0.033
N4 -0.3701 -1.9376 1.2010  0.160
H10 -4.1189 -1.9384 2.2445  -0.011
H11 -5.5977 -0.7634 3.6774  0.001
H12 -6.7131 1.3796 4.1973  0.000
H13 -6.2285 3.3960 2.8408  0.001
H14 -4.6267 3.2445 0.9471  0.000
H15 -3.0140 -3.3989 2.7902  0.031
H16 -1.2396 -4.8239 3.6539  0.004
H17 1.1642 -4.2989 3.0381  0.016
H18 1.5931 -2.4479 1.4793  0.011
C19 1.1446 -4.3187 -3.3329  -0.001
Si1 0.6170 -3.4053 -1.7540  0.003
C20 -0.4151 -4.6694 -0.8133  -0.007
C21 2.3044 -3.0988 -0.9564  0.027
C22 -0.3065 -1.8184 -2.1065  0.155
C23 0.6720 -0.9912 -2.8175  -0.099
C24 0.8521 -0.8698 -4.2087  -0.018
C25 1.8925 -0.1177 -4.7014  0.007
C26 2.7686 0.5158 -3.8180  -0.002
C27 2.5160 0.3960 -2.4690  0.025
N5 1.4892 -0.3054 -1.9866  -0.028
Si2 -1.9735 -2.0792 -2.9161  0.021
C28 -3.2708 -2.6043 -1.6581  0.011
C29 -2.6417 -0.5982 -3.8583  0.000
C30 -1.9948 -3.4756 -4.2074  0.000
H19 1.8685 -5.0929 -3.0569  0.000
H20 1.6480 -3.6396 -4.0272  0.000
H21 0.3257 -4.8009 -3.8650  0.000
H22 0.2085 -5.5315 -0.5586  -0.003
H23 -1.2253 -5.0297 -1.4532  -0.001
H24 -0.8566 -4.2884 0.1062  0.008
H25 2.6058 -3.9690 -0.3650  0.000
H26 2.3715 -2.2105 -0.3322  -0.006
H27 3.0373 -2.9799 -1.7603  0.000
H28 0.1809 -1.3962 -4.8741  0.001
H29 2.0419 -0.0330 -5.7714  0.001
H30 3.6157 1.0886 -4.1685  0.000
H31 3.1644 0.8649 -1.7372  0.001
H32 -3.7098 -1.7399 -1.1589  0.000
H33 -2.8584 -3.2651 -0.8925  -0.007
H34 -4.0777 -3.1394 -2.1685  0.000
H35 -2.8749 0.2388 -3.2031  0.000
H36 -3.5535 -0.9113 -4.3782  0.000
H37 -1.9410 -0.2242 -4.6081  0.001
H38 -1.8537 -4.4622 -3.7606  0.000
H39 -1.2389 -3.3532 -4.9871  0.000
H40 -2.9762 -3.4724 -4.6922  0.000

Forces on atoms 1 to 3 (eV/Å):
0.0 0.0 -0.1
0.0 0.0 0.0
0.0 0.0 0.0



ORCA calculation (wB97M-V/def2-TZVPD) on 2 unconnected molecules or ions with the total composition C4H11NOS in a non-equilibrium geometry.

- Lowest unoccupied orbital energy (spin up / spin down): -1.8 / -1.8 eV
- HOMO energy (spin up / spin down): -8.5 / -8.5 eV
- Gap between HOMO and LUMO (spin up / spin down): 6.760 / 6.754 eV
- Electronic energy: -687.00982 Eh

Last column: Mulliken charge in e.
Positions of all 18 atoms, in Å:
C1 0.9486 1.6784 0.4959  -1.405
C2 0.9382 -0.8223 0.9433  -1.691
C3 0.3413 0.0610 -1.2963  -1.441
C4 0.2598 0.3042 0.1662  1.508
N1 -2.0082 -2.0838 -0.1582  -0.624
O1 -2.0478 1.4456 -0.3616  -0.436
S1 -1.4998 0.5718 0.6558  0.431
H1 1.1013 2.3130 -0.3116  0.356
H2 0.4365 2.3027 1.2495  0.370
H3 1.9785 1.3811 1.0430  0.314
H4 0.2228 -1.7656 0.9157  0.366
H5 1.0579 -0.6328 1.9535  0.511
H6 2.0050 -1.1555 0.5632  0.328
H7 -0.2631 -0.7601 -1.8134  0.264
H8 0.0243 0.9552 -2.0022  0.315
H9 1.3672 -0.1092 -1.6976  0.392
H10 -2.5809 -2.0203 0.6388  0.215
H11 -2.2817 -1.6634 -0.9839  0.226

Forces on atoms 1 to 3 (eV/Å):
1.8 -1.8 3.5
-0.6 -3.4 -1.9
-0.7 0.6 -5.0



ORCA calculation (wB97M-V/def2-TZVPD) on a gas-phase ion, C7H6O5S2 (charge -2) in a non-equilibrium geometry.

- Charge: -2
- Lowest unoccupied orbital energy: 5.6 eV
- HOMO energy: -0.2 eV
- SMILES string: O=S(=O)(O)C(=S)/C=C/C=C\C=C([O-])[O-]
- Gap between HOMO and LUMO: 5.833 eV
- Electronic energy: -1442.82251 Eh

Last column: Mulliken charge in e.
Positions of all 20 atoms, in Å:
O1 -0.9492 2.9385 -0.9937  -0.689
S1 -1.2026 2.7744 0.4336  1.240
O2 -2.4782 3.1574 0.9196  -0.641
O3 -0.3184 4.1137 1.0665  -0.597
C1 -0.1594 1.5216 1.2790  0.516
S2 -0.1235 1.5830 2.9429  -0.558
C2 0.6062 0.6911 0.5546  -0.983
C3 0.6062 0.4393 -0.8435  -0.013
C4 0.0877 -0.7429 -1.3284  -0.583
C5 -0.2748 -1.6377 -0.2392  -0.536
C6 -1.3368 -1.4412 0.4905  -0.054
C7 -2.4785 -0.4979 0.0180  0.391
O4 -2.3256 0.7342 0.0177  -0.503
O5 -3.3820 -1.2031 -0.4413  -0.765
H1 -0.3972 3.8873 2.0663  0.310
H2 0.9362 -0.1218 1.1543  0.385
H3 1.0648 1.0926 -1.6577  0.195
H4 0.2268 -1.0872 -2.3313  0.399
H5 0.3130 -2.5351 0.0885  0.175
H6 -1.7418 -2.0597 1.2868  0.308

Forces on atoms 1 to 3 (eV/Å):
0.1 -0.7 1.1
2.1 2.9 -1.3
-1.3 -0.8 0.8



ORCA calculation (wB97M-V/def2-TZVPD) on 10 unconnected molecules or ions with the total composition C19H57NO10Si in a non-equilibrium geometry.

- Lowest unoccupied orbital energy: 0.4 eV
- HOMO energy: -9.9 eV
- SMILES string: O=C=N[SiH3].CCO.CCO.CCO.CCO.CCO.CCO.CCO.CCO.CCO
- Gap between HOMO and LUMO: 10.318 eV
- Electronic energy: -1854.65909 Eh

Last column: Mulliken charge in e.
Positions of all 88 atoms, in Å:
O1 2.6291 2.9332 2.4706  -0.462
C1 1.6492 3.5378 2.6666  0.503
N1 0.6288 4.0070 3.1270  -0.203
Si1 -0.8424 3.1095 2.6429  0.515
H1 -0.6307 1.6597 2.7202  -0.072
H2 -1.2782 3.4718 1.2818  -0.095
H3 -1.9140 3.4724 3.5824  -0.162
C2 2.8412 -1.1491 1.1571  -0.878
C3 1.4519 -0.8024 0.6585  0.084
O2 0.8476 0.1981 1.4814  -0.382
H4 2.7986 -1.5094 2.1869  0.330
H5 3.2997 -1.9208 0.5338  0.296
H6 3.4798 -0.2673 1.1439  0.168
H7 0.8041 -1.6792 0.6860  0.011
H8 1.4969 -0.4386 -0.3720  0.211
H9 1.4174 0.9719 1.4441  0.176
C4 7.1570 1.6588 0.0655  -1.253
C5 6.0451 1.0022 -0.7302  -0.137
O3 4.8184 0.9795 0.0002  -0.399
H10 7.3092 1.1336 1.0083  0.294
H11 8.0939 1.6566 -0.4933  0.374
H12 6.9002 2.6931 0.3052  0.345
H13 6.2961 -0.0348 -0.9517  0.303
H14 5.8919 1.5288 -1.6789  0.243
H15 4.5767 1.8908 0.1947  0.195
C6 0.0401 -5.2800 1.4946  -0.557
C7 -1.3458 -4.9447 0.9802  -0.274
O4 -1.9826 -3.9489 1.7815  -0.524
H16 -0.0087 -5.6301 2.5267  0.311
H17 0.5063 -6.0503 0.8806  0.145
H18 0.6790 -4.3925 1.4848  0.051
H19 -1.9875 -5.8240 1.0073  0.343
H20 -1.2909 -4.5926 -0.0549  0.196
H21 -1.4352 -3.1589 1.7593  0.301
C8 -5.9221 2.5063 3.9547  -0.906
C9 -4.6385 1.6991 3.9411  -0.143
O5 -3.7817 2.0453 5.0285  -0.502
H22 -5.6995 3.5734 3.9087  0.288
H23 -6.5615 2.2420 3.1138  0.184
H24 -6.4804 2.3289 4.8758  0.319
H25 -4.0757 1.8905 3.0275  0.212
H26 -4.8609 0.6277 3.9870  0.253
H27 -4.2589 1.8692 5.8435  0.276
C10 2.9341 -5.2163 -2.7127  -1.061
C11 2.3967 -6.2238 -1.7134  -0.260
O6 0.9718 -6.1837 -1.6562  -0.473
H28 2.6102 -4.2089 -2.4474  0.280
H29 4.0246 -5.2367 -2.7467  0.342
H30 2.5523 -5.4275 -3.7148  0.360
H31 2.7589 -6.0003 -0.7110  0.290
H32 2.7191 -7.2371 -1.9756  0.277
H33 0.6390 -6.3910 -2.5334  0.271
C12 4.3522 -0.8889 -4.4769  -1.047
C13 3.1745 -0.1766 -3.8349  -0.103
O7 2.8121 -0.7912 -2.5980  -0.332
H34 4.1115 -1.9390 -4.6491  0.209
H35 4.6176 -0.4288 -5.4301  0.378
H36 5.2285 -0.8593 -3.8233  0.311
H37 2.2992 -0.2252 -4.4764  0.153
H38 3.4132 0.8783 -3.6582  0.249
H39 3.5728 -0.7437 -2.0097  0.182
C14 1.6140 6.6005 0.5343  -0.467
C15 1.5889 7.7964 1.4671  -0.275
O8 0.4344 7.7793 2.3003  -0.518
H40 0.7190 6.5829 -0.0880  0.261
H41 2.4921 6.6198 -0.1138  0.338
H42 1.6250 5.6741 1.1103  -0.186
H43 1.5551 8.7251 0.9000  0.306
H44 2.4872 7.8122 2.0944  0.238
H45 0.4555 6.9676 2.8173  0.295
C16 -10.0816 0.0236 1.4612  -1.096
C17 -8.7627 0.0923 2.2084  -0.159
O9 -8.8351 0.9769 3.3250  -0.489
H46 -10.3739 1.0154 1.1157  0.292
H47 -10.0108 -0.6418 0.5996  0.327
H48 -10.8767 -0.3421 2.1152  0.326
H49 -7.9761 0.4739 1.5589  0.280
H50 -8.4662 -0.9035 2.5543  0.269
H51 -9.5171 0.6468 3.9160  0.270
C18 -1.4447 -1.7180 -5.6865  -1.111
C19 -0.0047 -1.2402 -5.6770  -0.098
O10 0.1350 -0.0023 -4.9833  -0.526
H52 -2.0886 -0.9716 -6.1520  0.275
H53 -1.5436 -2.6571 -6.2331  0.344
H54 -1.8062 -1.8719 -4.6673  0.335
H55 0.3478 -1.0701 -6.6933  0.294
H56 0.6430 -1.9914 -5.2095  0.181
H57 -0.1603 -0.1406 -4.0781  0.296

Forces on atoms 1 to 3 (eV/Å):
0.3 0.6 -0.9
0.1 -1.1 1.7
-0.3 0.1 -1.2



ORCA calculation (wB97M-V/def2-TZVPD) on 2 unconnected molecules or ions with the total composition C31H37BN2O6 in a non-equilibrium geometry.

- Lowest unoccupied orbital energy: 0.2 eV
- HOMO energy: -6.3 eV
- SMILES string: CN(C)c1ccc(C(=CCc2ccccc2)c2ccc(N(C)C)cc2)cc1.CC(=O)OB(OC(C)=O)OC(C)=O
- Gap between HOMO and LUMO: 6.455 eV
- Electronic energy: -1789.39422 Eh

Last column: Mulliken charge in e.
Positions of all 77 atoms, in Å:
C1 7.2340 0.2969 5.9986  -1.003
N1 6.3731 1.4613 5.9563  0.130
C2 7.0119 2.7410 5.7176  -0.993
C3 5.0285 1.3249 6.0738  1.482
C4 4.1781 2.4627 6.0430  -0.527
C5 2.8326 2.3095 6.2804  -1.301
C6 2.2671 1.0234 6.4469  0.145
C7 0.8441 0.8950 6.7006  -0.425
C8 0.1726 2.0121 7.1554  -0.899
C9 -1.2851 2.0636 7.2727  0.090
C10 -2.0265 3.3728 7.2336  -0.196
C11 -3.4178 3.3420 7.3336  -0.053
C12 -4.1436 4.5095 7.0865  -0.739
C13 -3.4674 5.7084 6.8232  -0.422
C14 -2.0670 5.7442 6.8167  -0.622
C15 -1.3416 4.5692 7.0458  -0.409
C16 0.1580 -0.4071 6.5113  -0.077
C17 -0.7575 -0.9053 7.4637  0.591
C18 -1.4438 -2.0853 7.2517  0.021
C19 -1.2794 -2.8272 6.0615  0.634
N2 -1.9980 -3.9601 5.8534  0.097
C20 -1.8195 -4.7528 4.6647  -0.998
C21 -2.9476 -4.4174 6.8390  -0.781
C22 -0.3200 -2.3518 5.1220  -0.602
C23 0.3835 -1.1803 5.3555  -1.033
C24 3.1132 -0.1044 6.4368  -0.738
C25 4.4654 0.0346 6.2487  -0.855
H1 6.9674 -0.4209 5.2031  0.339
H2 8.2618 0.6469 5.8529  0.252
H3 7.1484 -0.2175 6.9698  0.334
H4 6.5684 3.5230 6.3485  0.317
H5 8.0727 2.6181 5.9688  0.316
H6 6.9297 3.0518 4.6611  0.302
H7 4.5864 3.4569 5.8666  0.280
H8 2.1897 3.1886 6.3027  0.557
H9 0.7156 2.8042 7.6768  1.096
H10 -1.7719 1.3143 6.6258  0.474
H11 -1.2891 1.7616 8.2791  -0.146
H12 -3.9207 2.4196 7.6128  0.333
H13 -5.2282 4.4990 7.1196  0.389
H14 -4.0187 6.6162 6.5697  0.365
H15 -1.5098 6.6631 6.6408  0.387
H16 -0.2480 4.5565 7.0663  0.357
H17 -0.9297 -0.3500 8.3854  -0.162
H18 -2.1418 -2.4023 8.0240  0.271
H19 -1.9252 -4.1535 3.7532  0.321
H20 -0.8327 -5.2273 4.6489  0.344
H21 -2.5807 -5.5307 4.6716  0.257
H22 -2.4349 -4.7443 7.7535  0.274
H23 -3.6658 -3.6312 7.1020  0.232
H24 -3.4832 -5.2671 6.4150  0.257
H25 -0.1292 -2.9032 4.2037  0.372
H26 1.0951 -0.8024 4.6127  0.520
H27 2.6886 -1.0912 6.5902  0.469
H28 5.1002 -0.8473 6.2551  0.335
C26 -0.4489 -1.9025 11.6691  -1.388
C27 -0.8748 -0.7238 10.8729  0.993
O1 -0.2203 0.2289 10.4840  -0.498
O2 -2.2526 -0.8257 10.6105  -0.432
B1 -3.0812 0.2543 10.7624  0.951
O3 -4.2426 0.3162 10.0953  -0.409
C28 -4.6383 -0.6181 9.1389  0.888
C29 -5.8589 -1.3322 9.6204  -1.383
O4 -4.0221 -0.7538 8.1016  -0.457
O5 -2.6926 1.3000 11.5406  -0.423
C30 -3.3236 2.5311 11.3667  0.861
C31 -3.5580 3.0901 12.7240  -1.177
O6 -3.5858 2.9764 10.2734  -0.482
H29 -1.1788 -2.7033 11.5055  0.333
H30 0.5570 -2.2223 11.3855  0.372
H31 -0.4458 -1.6429 12.7390  0.321
H32 -6.4174 -0.6477 10.2686  0.371
H33 -6.4668 -1.6696 8.7829  0.388
H34 -5.5676 -2.2080 10.2182  0.274
H35 -2.7628 2.7218 13.3848  0.329
H36 -3.5967 4.1761 12.6995  0.339
H37 -4.5237 2.7134 13.0848  0.272

Forces on atoms 1 to 3 (eV/Å):
-0.2 0.1 -0.1
1.2 0.1 -0.1
-0.1 -0.2 0.0